No. 1
Below is a 3-piece molecular cluster, C2H11N3O2 overall, with properties calculated with ωB97M-V/def2-TZVPD.

Structure (ORCA input):
```
! RIJCOSX wB97M-V def2-TZVPD def2/J DEFGRID3
* xyz 0 1
H -0.3254 -1.1771 -1.5172
N 0.0087 -0.3539 -1.2120
C -0.8092 0.3355 -0.4333
N -2.1934 0.3168 -0.2387
N -0.0836 1.2129 0.3774
C 1.1137 1.7697 -0.2685
H -2.5105 0.4099 0.7332
H -2.8756 0.0413 -0.8469
H -0.7085 1.7875 0.8845
H 0.9678 2.0119 -1.3984
H 1.4371 2.6059 0.4092
H 1.8949 1.0334 -0.1638
O -0.7698 -0.7821 2.7748
H -0.0756 -0.6259 2.1142
H -0.6868 -1.7025 2.9764
O 2.4280 -1.9045 -1.3468
H 1.7631 -1.3855 -0.8627
H 1.9046 -2.3671 -2.0289
*
```

Computed properties:
Energy relative to the best compared isomer or geometry (same formula, charge and spin), eV: 1.3874
Total energy, Eh: -397.51696
Highest occupied orbital energy, eV: -9.244
Max |F|, eV/Å: 4.6
SMILES: [H]/N=C(\N)NC.O.O
Orbital gap, hartree: 0.3632

---

No. 2
Below is a 2-piece molecular cluster, C7H10 overall, with properties calculated with ωB97M-V/def2-TZVPD.

Structure (ORCA input):
```
! RIJCOSX wB97M-V def2-TZVPD def2/J DEFGRID3
* xyz 0 1
C -0.8996 1.0120 -0.7964
C 0.3837 0.6104 -0.8634
C 1.5850 0.2737 0.0065
C 1.0004 -0.4543 1.1868
C 1.1253 -1.1927 -0.1139
C 0.0873 -0.8023 -1.2044
C -1.4199 -0.4055 -1.0594
H -1.3983 1.9066 -0.4328
H 2.5881 0.6870 -0.0001
H 1.7130 -0.7685 1.9468
H 0.0313 -0.1541 1.5789
H 1.7568 -2.0744 -0.1806
H 0.3941 -1.1677 -2.1885
H -1.8848 -0.8243 -0.1577
H -2.0713 -0.6033 -1.9195
H -1.6841 1.6975 2.0263
H -1.1527 2.1935 2.1806
*
```

Computed properties:
Energy relative to the best compared isomer or geometry (same formula, charge and spin), eV: 5.4381
Total energy, Eh: -272.51815
Highest occupied orbital energy, eV: -8.661
Max |F|, eV/Å: 0.3
SMILES: C1=C2[C@H]3C[C@H]3[C@H]2C1.[H][H]
Orbital gap, hartree: 0.3607

---

No. 3
Below is a 6-piece molecular cluster, C17H31BrN5O3 overall, with properties calculated with ωB97M-V/def2-TZVPD.

Structure (ORCA input):
```
! RIJCOSX wB97M-V def2-TZVPD def2/J DEFGRID3
* xyz -1 1
Br 0.6999 -0.2834 -0.7204
C 3.9715 0.4183 1.0100
C 4.9109 0.1064 -0.0994
O 4.5498 0.4062 -1.2134
N 6.1072 -0.3791 0.1351
C 6.5943 -0.9894 1.3994
H 3.7971 -0.4766 1.6074
H 3.0537 0.8367 0.5967
H 4.3474 1.1376 1.7376
H 6.7776 -0.3586 -0.6201
H 6.9178 -0.1699 2.0412
H 7.5476 -1.4892 1.2276
H 5.8933 -1.7107 1.8195
C -1.2393 4.5523 -3.0058
C -0.5566 3.2896 -2.5086
O 0.6321 3.2879 -2.2579
N -1.2231 2.1310 -2.4740
C -2.6405 1.9636 -2.8431
H -0.7118 5.4244 -2.6193
H -2.2342 4.5864 -2.5618
H -1.2102 4.5959 -4.0945
H -0.7473 1.3188 -2.1078
H -3.2359 1.7745 -1.9498
H -2.7194 0.9706 -3.2854
H -3.1578 2.7452 -3.3995
C 0.6946 -2.5764 2.8944
C 0.5272 -3.7394 2.0226
O 0.3298 -4.8773 2.4693
N 0.5996 -3.5123 0.6932
C 0.3344 -4.3943 -0.4453
H -0.0904 -2.5348 3.6495
H 0.7218 -1.6967 2.2514
H 1.6528 -2.6978 3.3996
H 0.7417 -2.5396 0.4612
H -0.3786 -3.9380 -1.1319
H -0.1468 -5.3373 -0.1861
H 1.2673 -4.6422 -0.9517
N -2.5730 -1.4569 -1.2205
C -3.7119 -0.7472 -0.9063
C -4.7848 -1.3141 -1.5735
C -4.2684 -2.3925 -2.3308
C -2.8838 -2.4440 -2.1110
H -1.6355 -1.2540 -0.9043
H -3.6108 0.1116 -0.2593
H -5.7996 -0.9536 -1.4925
H -4.8282 -3.0324 -2.9968
H -2.0747 -3.1162 -2.3555
N -1.1900 1.7938 1.7626
C -1.2007 1.6619 3.1126
C -1.7413 2.7434 3.6777
C -2.1420 3.6066 2.6266
C -1.8651 2.9498 1.4283
H -0.6579 1.1750 1.1676
H -0.7366 0.8013 3.5711
H -1.8838 2.9634 4.7254
H -2.7066 4.5200 2.7424
H -2.0827 3.1813 0.3961
*
```

Computed properties:
Total energy, Eh: -3740.00833
Highest occupied orbital energy, eV: -5.639
Max |F|, eV/Å: 4.0
Orbital gap, hartree: 0.3038

---

No. 4
Below is C15H39N7P2RuS as an isolated structure, with properties calculated with ωB97M-V/def2-TZVPD.

Structure (ORCA input):
```
! RIJCOSX wB97M-V def2-TZVPD def2/J DEFGRID3
* xyz 3 6
Ru -0.6939 -0.1014 0.1869
C -2.3074 0.7633 3.6446
P -0.8336 0.0915 2.8253
C 0.5674 0.7025 3.7882
C -0.8954 -1.7052 3.1661
C -2.0515 -2.4120 2.4514
P -2.0580 -2.2017 0.6312
C -3.7891 -2.2851 0.1301
C -1.2538 -3.6597 -0.0695
H -2.3282 0.4338 4.6855
H -3.2238 0.4363 3.1536
H -2.2806 1.8538 3.6350
H 0.5246 0.2800 4.7933
H 0.5233 1.7890 3.8600
H 1.5071 0.4206 3.3155
H -0.9807 -1.8434 4.2469
H 0.0678 -2.1274 2.8692
H -3.0191 -2.0579 2.8143
H -2.0231 -3.4844 2.6565
H -4.2188 -3.1974 0.5497
H -3.8685 -2.3240 -0.9555
H -4.3466 -1.4250 0.4987
H -1.8149 -4.5501 0.2205
H -0.2311 -3.7395 0.2981
H -1.2330 -3.5927 -1.1568
C -2.4055 1.9600 -4.8471
N -1.5743 1.0561 -4.0336
C -0.7441 0.0521 -4.7117
C -1.5515 1.1124 -2.7059
N -0.8726 0.2829 -1.9366
N -2.3012 2.1285 -2.1325
C -2.4274 2.4475 -0.8008
N -3.2254 3.4922 -0.5561
N -1.8117 1.7802 0.1406
H -2.3449 1.6405 -5.8814
H -2.0524 2.9906 -4.7933
H -3.4553 1.8896 -4.5585
H -0.7880 0.2327 -5.7802
H -1.1072 -0.9579 -4.5174
H 0.2993 0.1438 -4.4075
H -0.3642 -0.3920 -2.4949
H -2.7844 2.7318 -2.7779
H -3.6887 4.0092 -1.2859
H -3.3536 3.8295 0.3836
H -2.0258 2.1662 1.0533
C 5.4886 -0.8300 -0.1566
N 4.1498 -1.0571 0.4383
C 3.9790 -2.3855 1.0556
C 3.1501 -0.2205 0.2293
S 1.5103 -0.9084 0.2413
N 3.3561 1.0712 0.0401
C 4.5442 1.7673 0.5823
C 2.3903 1.9666 -0.6023
H 5.7665 -1.7480 -0.6702
H 6.2265 -0.6070 0.6103
H 5.4446 -0.0256 -0.8826
H 4.9358 -2.6610 1.4922
H 3.7036 -3.1256 0.3050
H 3.2353 -2.3477 1.8451
H 5.0188 1.1589 1.3463
H 4.1881 2.6906 1.0353
H 5.2572 2.0104 -0.2026
H 1.6293 1.3944 -1.1218
H 2.9290 2.5779 -1.3245
H 1.9367 2.6193 0.1444
*
```

Computed properties:
Total energy, Eh: -2153.12150
Highest occupied orbital energy (alpha / beta), eV: -15.739 / -17.430
Max |F|, eV/Å: 0.5
Orbital gap (alpha / beta), hartree: 0.3159 / 0.2621

---

No. 5
Below is a 3-piece molecular cluster, C27H51Cl2FN4O10P2 overall, with properties calculated with ωB97M-V/def2-TZVPD.

Structure (ORCA input):
```
! RIJCOSX wB97M-V def2-TZVPD def2/J DEFGRID3
* xyz 0 1
C -3.5920 -4.2599 -1.2133
C -3.2404 -2.7720 -1.6242
O -4.1938 -2.2141 -2.5613
P -4.5958 -0.6443 -2.2064
O -4.9009 -0.4079 -0.7322
C -3.4029 0.6271 -2.8385
C -1.8999 0.3926 -2.3803
C -0.9258 1.0252 -3.4629
C -0.1894 -0.0473 -4.3312
C -0.8461 -0.5626 -5.5755
C -2.2472 -0.0818 -6.0637
O -2.4470 0.9988 -6.6292
O -3.2295 -0.9092 -5.8752
C -0.0147 -1.5518 -6.2784
F -0.4586 -2.1064 -7.4400
C 1.3303 -1.9549 -5.8002
P 2.3533 -3.1810 -6.7774
O 1.9721 -4.6170 -6.5614
N 1.8119 -1.4311 -4.6532
N 1.0473 -0.5711 -4.0351
C 1.6174 -0.0602 -2.7692
Cl 1.3576 -0.9729 -1.2568
C 2.3646 1.0838 -2.7531
C 3.0632 1.7436 -1.5184
Cl 2.5665 1.9390 -4.3282
O -6.0470 -0.3621 -3.0115
C -7.0647 -1.1802 -2.3640
C -8.2736 -1.3273 -3.3934
H -3.9354 -4.2502 -0.1406
H -4.3779 -4.6322 -1.9224
H -2.6420 -4.8534 -1.2740
H -3.0576 -2.1314 -0.7171
H -2.2478 -2.8174 -2.1742
H -3.7183 1.6182 -2.3919
H -3.5504 0.7342 -3.9478
H -1.7729 0.9829 -1.4236
H -1.6666 -0.6710 -2.1134
H -0.2237 1.7542 -2.9822
H -1.5539 1.6319 -4.1838
H 2.2854 -2.8972 -8.1861
H 3.7293 -3.0052 -6.3972
H 2.7825 2.8296 -1.4440
H 2.8284 1.2557 -0.5248
H 4.1782 1.7168 -1.7045
H -6.6971 -2.2107 -2.1085
H -7.4572 -0.7019 -1.4305
H -9.2326 -1.5948 -2.8799
H -7.9802 -2.1048 -4.1515
H -8.3839 -0.3041 -3.8621
C 6.1443 -1.9896 3.5029
O 5.0629 -1.5249 4.2891
C 5.4183 -0.5359 5.2563
C 5.0016 0.8656 4.8161
N 5.8120 1.3595 3.7055
C 5.2431 2.4941 2.9731
C 3.8049 2.4027 2.4456
O 3.6219 1.5296 1.3360
C 3.6426 0.1502 1.6568
H 5.8357 -2.9244 3.0325
H 6.3993 -1.2863 2.7032
H 7.0314 -2.1872 4.1115
H 6.4818 -0.5818 5.5103
H 4.8581 -0.7828 6.1621
H 5.1021 1.5518 5.6632
H 3.9408 0.8087 4.5519
H 5.9805 0.6099 3.0493
H 5.9015 2.6718 2.1168
H 5.3194 3.3795 3.6137
H 3.5411 3.3969 2.0727
H 3.0752 2.1826 3.2321
H 3.1246 -0.0691 2.5926
H 4.6684 -0.2166 1.6791
H 3.1421 -0.3666 0.8476
C 1.1096 0.9487 4.9903
O -0.2296 0.9906 5.4417
C -0.8193 2.2924 5.4232
C -1.7748 2.4691 4.2448
N -1.0671 2.5418 2.9699
C -1.8917 2.3147 1.7778
C -2.7772 1.0624 1.6958
O -2.0732 -0.1590 1.5040
C -1.4059 -0.6489 2.6520
H 1.5444 0.0051 5.3250
H 1.1724 0.9715 3.8965
H 1.7033 1.7687 5.4076
H -0.0600 3.0805 5.4512
H -1.4039 2.3730 6.3434
H -2.3514 3.3888 4.3861
H -2.4715 1.6265 4.2759
H -0.3112 1.8712 2.9647
H -1.2017 2.2906 0.9271
H -2.5287 3.1953 1.6387
H -3.4057 1.1705 0.8065
H -3.4759 0.9770 2.5346
H -1.9920 -0.5095 3.5628
H -0.4227 -0.1843 2.7407
H -1.2411 -1.7185 2.5138
*
```

Computed properties:
Energy relative to the best compared isomer or geometry (same formula, charge and spin), eV: 3.0336
Total energy, Eh: -3733.56228
Highest occupied orbital energy, eV: -8.442
Max |F|, eV/Å: 5.0
Orbital gap, hartree: 0.2438

---

No. 6
Below is an isolated ion of composition C30H34N3O and charge +1, with properties calculated with ωB97M-V/def2-TZVPD.

Structure (ORCA input):
```
! RIJCOSX wB97M-V def2-TZVPD def2/J DEFGRID3
* xyz 1 1
C 1.4879 6.4041 1.7215
C 0.5130 5.3884 1.1818
O 0.1213 5.8481 -0.1286
C 1.0013 3.9453 1.0451
N -0.1612 3.1125 0.4864
C -0.1140 1.7423 0.8569
C -1.4012 1.0389 0.4188
C -2.6450 1.6850 0.4871
C -3.7974 1.0432 0.0369
C -3.7665 -0.3077 -0.3624
N -4.9326 -0.9312 -0.8722
C -5.4216 -0.5012 -2.1784
C -5.4952 -2.1078 -0.3440
C -5.7490 -3.2113 -1.1816
C -6.3487 -4.3599 -0.6631
C -6.8023 -4.3770 0.6647
C -6.6286 -3.2477 1.4801
C -5.9445 -2.1336 0.9943
C -2.5220 -0.9644 -0.3691
C -1.3617 -0.2935 -0.0020
C 1.1718 1.0895 0.3338
C 2.1613 0.6452 1.2176
C 3.2611 -0.0837 0.7670
C 3.4771 -0.2977 -0.6074
N 4.5675 -1.0174 -1.1019
C 4.8134 -0.9980 -2.5424
C 5.2387 -2.0372 -0.3867
C 5.3662 -3.3150 -0.9776
C 5.9547 -4.3654 -0.2731
C 6.4892 -4.1464 1.0048
C 6.4526 -2.8606 1.5575
C 5.8533 -1.8080 0.8608
C 2.4989 0.2044 -1.4971
C 1.3657 0.8741 -1.0379
H 1.8963 6.1216 2.6979
H 2.3166 6.5997 1.0320
H 0.9315 7.3385 1.8528
H -0.3436 5.3581 1.8808
H -0.8277 5.7010 -0.2823
H 1.8238 3.8274 0.3230
H 1.2860 3.4872 2.0020
H -0.1390 3.2037 -0.5366
H -1.0367 3.5655 0.7931
H -0.0724 1.7654 1.9562
H -2.7477 2.6936 0.9054
H -4.7559 1.5647 0.0414
H -5.2019 0.5620 -2.3009
H -4.9409 -1.0723 -2.9855
H -6.5046 -0.6672 -2.2190
H -5.4475 -3.1617 -2.2313
H -6.4720 -5.2374 -1.3054
H -7.3003 -5.2678 1.0567
H -7.0309 -3.2364 2.4954
H -5.7976 -1.2474 1.6137
H -2.4715 -1.9991 -0.7060
H -0.4163 -0.8364 -0.0410
H 2.0490 0.8120 2.2921
H 3.9694 -0.4813 1.4835
H 5.8569 -1.2792 -2.7273
H 4.1567 -1.6963 -3.0804
H 4.6470 0.0131 -2.9235
H 4.9728 -3.4830 -1.9851
H 5.9927 -5.3580 -0.7291
H 6.9416 -4.9745 1.5551
H 6.8909 -2.6729 2.5380
H 5.8725 -0.7984 1.2710
H 2.5999 0.0238 -2.5664
H 0.5999 1.1757 -1.7600
*
```

Computed properties:
Energy relative to the best compared isomer or geometry (same formula, charge and spin), eV: 1.2170
Total energy, Eh: -1402.82962
Highest occupied orbital energy, eV: -9.899
Max |F|, eV/Å: 3.3
SMILES: C[C@@H](O)C[NH2+]C(c1ccc(N(C)c2ccccc2)cc1)c1ccc(N(C)c2ccccc2)cc1
Orbital gap, hartree: 0.2647